No. 1
A structure of composition C13H13N4O11V in a non-equilibrium geometry. Source: the Open Molecules 2025 dataset; level of theory: ωB97M-V/def2-TZVPD.

Cartesian coordinates (Å):
O -0.4306 2.7035 -5.4873
V 0.3011 1.4973 -4.8092
O -0.7645 0.3503 -4.5533
N 1.1925 2.1783 -1.6039
O 0.7719 2.2786 -2.8120
O 2.3379 1.7856 -1.3813
O 0.4405 2.5286 -0.6967
C -2.0464 4.2416 -2.4308
N -1.6542 5.3383 -1.5199
O -1.5703 5.0282 -0.3456
O -1.2462 6.3942 -1.9567
H -2.6348 4.6772 -3.2353
H -2.5260 3.4294 -1.9025
H -1.0776 3.9384 -2.8303
C 1.9073 -3.0029 4.6712
C 2.7560 -3.0637 3.5856
C 2.8816 -2.0159 2.6904
C 2.1187 -0.8791 2.8934
C 1.3176 -0.7720 4.0147
C 1.2545 -1.8066 4.9425
N 2.0844 0.1579 1.8458
O 2.8867 0.0890 0.9436
O 1.2200 0.9974 1.9350
H 1.8864 -3.7888 5.4144
H 3.3843 -3.9249 3.3937
H 3.6392 -1.9988 1.9191
H 0.7480 0.1243 4.2195
H 0.7169 -1.7162 5.8756
C -0.3508 -2.9251 0.0939
C -1.5426 -3.3950 -0.3877
C -2.3096 -2.5449 -1.2033
C -1.8995 -1.2504 -1.4115
C -0.7240 -0.7466 -0.8443
C 0.0814 -1.6157 -0.1148
N -2.7303 -0.3527 -2.2331
O -2.4987 0.8274 -2.2113
O -3.6894 -0.8369 -2.8224
H 0.2373 -3.5615 0.7464
H -1.9170 -4.3778 -0.1432
H -3.2119 -2.9827 -1.6044
H -0.3573 0.2659 -0.9467
H 1.0174 -1.2734 0.3029

## Properties
ΔE to the lowest compared entry with this formula, charge and spin, kcal per mole: 12.75
E_LUMO, eV: -3.5
Spin multiplicity: 1

---

No. 2
A cluster of 4 separate species, C13H13N4O9 in total in a non-equilibrium geometry. Source: the Open Molecules 2025 dataset; level of theory: ωB97M-V/def2-TZVPD.

Cartesian coordinates (Å):
N 10.1901 7.0683 7.1432
O 10.9029 6.2936 7.6737
O 10.5437 8.0019 6.4398
O 8.9718 6.8677 7.0858
C 13.5610 6.4926 9.4316
N 14.6004 5.9206 10.3386
O 14.2759 5.0593 11.1463
O 15.7423 6.4051 10.3266
H 12.8248 6.9875 10.0651
H 13.2625 5.7653 8.6766
H 14.1027 7.2976 8.9348
C 8.3176 2.4236 10.9796
C 6.9674 2.4736 11.3878
C 6.1341 3.4160 10.7430
C 6.6223 4.2992 9.7469
C 7.9742 4.0965 9.3728
C 8.8381 3.1755 10.0258
N 5.7033 5.2599 9.0929
O 6.2075 6.0402 8.3115
O 4.5219 5.2383 9.4066
H 8.9849 1.6898 11.4073
H 6.5603 1.8625 12.1797
H 5.0902 3.4407 11.0187
H 8.3444 4.7229 8.5747
H 9.9059 3.0903 9.8875
C 15.1766 3.9279 7.1002
C 13.9958 4.2814 6.4635
C 13.7956 5.6457 6.2657
C 14.8915 6.5704 6.5064
C 16.0640 6.1232 7.0981
C 16.1779 4.8115 7.4401
N 14.6916 8.0131 6.2805
O 15.7080 8.7632 6.4233
O 13.6297 8.4549 5.7895
H 15.3089 2.8691 7.2672
H 13.2323 3.5439 6.2648
H 12.8435 6.0179 5.9175
H 16.8998 6.7923 7.2399
H 16.9296 4.4675 8.1352

## Properties
Total charge: -1
E_LUMO, eV: 1.6
Spin multiplicity: 1

---

| no. | gap between HOMO and LUMO (eV) |
| --- | --- |
| 1 | 6.370 |
| 2 | 6.055 |